[1]
2 unconnected molecules or ions with the total composition C5H16N2S. Source: OMol25; level of theory: the ωB97M-V functional and the def2-TZVPD basis.

Structure (XYZ):
```
24
Properties=species:S:1:pos:R:3:forces:R:3
C -1.0916 1.0536 1.1379 0.4 -0.3 0.9
C -1.9254 -0.0476 0.5222 0.1 -0.5 0.3
C -2.8013 0.4957 -0.5978 -0.2 0.0 -0.7
N -0.9383 -1.1831 0.0657 -2.2 0.7 -0.9
H -0.4295 0.6555 1.9321 -0.1 0.1 -0.4
H -0.4513 1.5072 0.3772 -0.3 0.4 0.4
H -1.7126 1.7660 1.6891 -0.1 0.1 -0.6
H -2.5255 -0.5682 1.2801 0.0 0.2 -0.2
H -2.2362 1.1882 -1.2672 -0.3 -0.4 0.7
H -3.6166 1.0545 -0.0909 0.5 -0.2 -0.5
H -3.2689 -0.2550 -1.2734 0.2 0.2 0.7
H -0.2539 -1.2803 0.7898 0.6 -0.5 0.5
H -1.4876 -2.0495 -0.1247 0.9 0.7 0.1
H -0.4504 -0.8352 -0.7683 0.2 -0.3 0.0
C 2.3987 -0.6158 -0.9048 0.6 0.7 0.2
C 1.5343 0.5790 -0.4251 1.5 0.3 -0.9
S 2.5031 2.1586 -0.0464 -1.1 -1.5 -0.3
N 3.2488 -1.2221 0.1549 0.5 1.4 0.4
H 2.9792 -0.2974 -1.7941 0.0 -0.2 0.7
H 1.8127 -1.4558 -1.2240 -1.0 -0.5 -0.5
H 1.0758 0.2104 0.4725 -0.3 0.0 0.8
H 0.7271 0.7457 -1.1889 0.4 0.1 0.3
H 2.8111 -0.9672 1.0570 0.1 -0.3 -0.5
H 4.0985 -0.6373 0.2271 -0.4 -0.4 -0.2
```
Positions in Å, forces in eV/Å.

Values from the calculation:
Molecular weight ... 136.264 g/mol
E_tot ... -707.68281 a.u.
Lowest unoccupied orbital energy ... -0.7310 eV
HOMO level ... -0.214 Eh
Kohn-Sham gap ... 5.10 eV

Results of the Mulliken charge analysis, in e, for atoms 1 through 5: -1.3288, 0.3659, -1.2469, -0.2505, 0.4075

---

[2]
2 unconnected molecules or ions with the total composition C5H16N3. Source: OMol25; level of theory: the ωB97M-V functional and the def2-TZVPD basis.

Structure (XYZ):
```
24
Properties=species:S:1:pos:R:3:forces:R:3
N 3.4814 0.4195 1.5884 -0.2 0.6 0.4
C -0.4774 -0.8091 -0.2803 -0.6 -2.8 2.1
C -1.5484 -0.3750 0.5843 1.2 0.5 -0.1
C -2.6718 0.4074 -0.1667 -0.9 0.5 0.4
N -3.6063 0.8457 0.8092 0.4 0.2 0.5
C 0.9268 -0.6967 0.1151 1.1 1.3 0.2
N 1.9314 -0.4764 -0.9025 -0.7 -0.5 -0.8
C 1.3877 0.4441 -1.9222 -0.2 0.1 0.9
H 4.0914 1.0834 2.0469 -0.1 0.1 0.3
H 3.4291 0.7336 0.6280 0.2 -0.5 -0.2
H 3.9379 -0.4765 1.6758 0.1 -0.1 -0.4
H -0.7330 -1.6900 -0.8796 0.0 0.8 -1.1
H -2.0196 -1.2585 1.0437 0.0 -0.1 -0.3
H -1.1095 0.2477 1.3623 -0.4 0.2 0.1
H -2.2436 1.3244 -0.5625 0.2 -0.2 -0.5
H -3.1539 -0.1967 -0.9316 0.5 -0.3 -0.4
H -4.0994 0.1521 1.3434 -0.3 0.0 -0.2
H -4.1077 1.6801 0.5694 -0.3 0.0 0.1
H 1.1621 -1.6880 0.5495 -0.6 -0.1 0.2
H 1.0820 0.0002 0.9426 -0.2 0.2 -0.1
H 2.0729 -1.3749 -1.3484 0.4 0.0 -0.2
H 1.2343 1.4250 -1.4694 0.2 0.1 0.0
H 2.0832 0.5509 -2.7403 -0.1 -0.1 -0.3
H 0.3794 0.1021 -2.2270 0.2 0.1 -0.5
```
Positions in Å, forces in eV/Å.

Values from the calculation:
Total charge ... +1
Molecular weight ... 118.204 g/mol
E_tot ... -364.00538 a.u.
Lowest unoccupied orbital energy ... -6.8811 eV
HOMO level ... -0.474 Eh
Kohn-Sham gap ... 6.03 eV

Results of the Mulliken charge analysis, in e, for atoms 1 through 5: -0.6458, -0.0720, -0.6440, -0.5116, -0.4574

---

[3]
2 unconnected molecules or ions with the total composition C5H16N3O. Source: OMol25; level of theory: the ωB97M-V functional and the def2-TZVPD basis.

Structure (XYZ):
```
25
Properties=species:S:1:pos:R:3:forces:R:3
C 0.3580 0.1582 1.5387 0.7 1.3 -0.6
C 0.5216 -0.9824 2.5880 -1.0 0.7 -0.5
C -1.6391 1.3501 0.9808 -0.2 3.7 3.9
N -0.6203 1.2459 1.9612 -1.1 -2.2 -2.8
N -1.3454 1.4614 -0.3080 0.7 -0.2 -1.0
N -2.8593 1.8163 1.4804 -0.5 -1.0 -4.3
H 1.3378 0.8444 1.3164 -1.9 -2.5 0.1
H -0.2108 -0.3152 0.6228 2.2 0.8 1.4
H -0.5117 -1.4011 2.7607 1.2 -0.6 -0.9
H 0.6781 -0.6735 3.5993 0.8 0.9 0.6
H -0.6985 1.4234 2.9726 -0.8 0.0 -1.0
H -0.3442 1.4723 -0.5988 -1.3 -0.3 0.4
H -2.0239 1.6496 -1.0792 0.7 -0.4 1.4
H -3.1174 1.4085 2.3537 -0.5 -0.2 0.4
H -3.6507 1.8823 0.6987 2.1 -0.1 2.7
H 1.3863 -1.6176 2.3018 -1.1 -0.1 0.1
C 1.3155 -1.6831 -2.4075 -0.8 -0.3 -0.9
C 2.1652 -0.4899 -2.7838 -0.5 -0.4 3.0
O 0.0646 -1.1803 -1.8652 -2.0 -0.5 -0.5
H 0.9650 -2.4162 -3.1795 1.0 1.1 -0.3
H 1.9503 -2.3298 -1.8094 -0.7 0.0 1.3
H 2.2658 0.3785 -2.0854 0.3 -1.5 1.0
H -0.7463 -1.3975 -2.4761 2.8 0.3 1.7
H 1.6756 0.0931 -3.4012 -2.7 2.3 -4.3
H 3.0839 -0.6975 -3.1807 2.4 -0.8 -0.9
```
Positions in Å, forces in eV/Å.

Values from the calculation:
Total charge ... +1
Molecular weight ... 134.203 g/mol
E_tot ... -439.29789 a.u.
Lowest unoccupied orbital energy ... -3.2935 eV
HOMO level ... -0.489 Eh
Kohn-Sham gap ... 10.01 eV

Results of the Mulliken charge analysis, in e, for atoms 1 through 5: -0.2070, -1.2391, 0.5620, -0.1945, -0.2828

---

[4]
A molecular structure, C5H16N3PS. Source: OMol25; level of theory: the ωB97M-V functional and the def2-TZVPD basis.

Structure (XYZ):
```
26
Properties=species:S:1:pos:R:3:forces:R:3
C 2.7679 0.5645 -0.6758 0.0 0.6 2.8
C -1.9670 2.2459 -0.5428 -1.2 1.9 0.5
C -0.7695 -2.3954 -0.0208 -3.8 -1.4 0.5
C 1.8736 -0.3891 0.1580 3.2 -0.2 -0.5
C 0.4674 -0.3881 -0.2829 0.6 -2.7 -0.4
N -3.1910 -0.5169 2.0519 2.3 -1.3 1.5
N -2.2756 1.4766 0.6803 0.6 -0.1 -1.7
N -0.3030 -1.2332 0.5819 -3.5 2.5 1.5
P -2.4588 -0.1879 0.5854 2.0 -0.5 0.4
S -3.3617 -0.8002 -1.0072 -0.1 0.4 0.2
H 2.5628 1.6013 -0.4122 -0.3 0.2 -0.4
H 3.8409 0.4483 -0.4539 -0.4 -0.4 -0.2
H 2.5206 0.3157 -1.6446 0.0 0.1 -2.5
H -2.6935 1.8403 -1.2869 0.7 1.0 0.2
H -2.0960 3.3849 -0.2388 -0.4 -2.2 -1.0
H -0.9406 2.2440 -0.9128 0.0 -0.6 0.0
H 0.0322 -3.0362 -0.2793 0.9 -1.2 0.2
H -1.6667 -2.8545 0.7077 2.7 0.5 -1.9
H -1.3020 -2.2314 -0.9925 0.2 0.0 0.4
H 2.0549 -0.1445 1.2295 -0.5 -0.8 -0.6
H 2.3132 -1.3375 -0.2091 -0.2 -0.2 1.3
H 0.1484 0.5535 -0.2298 -1.6 4.0 0.4
H 0.3688 -0.6654 -1.3416 0.2 -0.2 -0.1
H -4.1755 -0.5835 1.9986 -1.0 -0.2 0.0
H -2.7568 -1.1898 2.7556 -0.8 1.3 -1.7
H -1.7993 1.9154 1.4288 0.3 -0.3 1.3
```
Positions in Å, forces in eV/Å.

Values from the calculation:
Molecular weight ... 181.245 g/mol
E_tot ... -1103.83823 a.u.
Lowest unoccupied orbital energy ... 0.3197 eV
HOMO level ... -0.301 Eh
Kohn-Sham gap ... 8.51 eV

Results of the Mulliken charge analysis, in e, for atoms 1 through 5: -1.3510, -0.7714, -0.9506, -0.1841, -0.1337

---

[5]
2 unconnected molecules or ions with the total composition C5H16N4. Source: OMol25; level of theory: the ωB97M-V functional and the def2-TZVPD basis.

Structure (XYZ):
```
25
Properties=species:S:1:pos:R:3:forces:R:3
C 1.5948 1.8105 -1.5546 -0.3 0.0 -0.1
C 0.2411 1.2219 -1.9311 0.3 -0.1 0.0
N -0.3511 0.4813 -0.8249 -0.1 -0.1 -0.2
C -0.9713 1.3451 0.1648 0.0 -0.1 0.0
N -1.2511 -0.4886 -1.3404 -0.3 -0.1 -0.1
H 1.4961 2.5768 -0.7898 0.1 0.1 0.1
H 2.0529 2.2621 -2.4309 0.1 0.1 0.0
H 2.2493 1.0272 -1.1819 0.1 -0.1 0.0
H 0.3715 0.5016 -2.7412 -0.1 0.1 0.1
H -0.4312 2.0213 -2.2868 0.0 -0.1 0.0
H -1.8056 1.9304 -0.2560 0.0 0.0 0.0
H -1.3477 0.7280 0.9813 0.0 0.1 0.0
H -0.2294 2.0332 0.5636 0.0 0.1 0.1
H -1.4264 -1.1720 -0.6024 0.0 0.1 -0.1
H -2.1452 -0.0627 -1.6058 0.1 0.0 0.1
N -0.8303 -2.5484 0.8508 0.1 0.0 0.0
C -0.4596 -2.0180 2.1093 -0.1 0.2 0.2
C 0.5439 -1.1584 2.2864 0.0 -0.2 0.1
N 1.4350 -0.7633 1.2794 0.0 -0.1 0.1
H -1.3063 -3.4368 0.9366 0.1 0.1 -0.1
H -0.0215 -2.6453 0.2477 0.0 -0.2 -0.1
H -1.0958 -2.2944 2.9351 0.0 0.0 0.1
H 0.7518 -0.7878 3.2795 0.0 0.0 0.1
H 0.9776 -0.6262 0.3812 0.0 0.3 0.0
H 1.9586 0.0627 1.5302 0.0 -0.1 -0.1
```
Positions in Å, forces in eV/Å.

Values from the calculation:
Molecular weight ... 132.211 g/mol
E_tot ... -419.07400 a.u.
Lowest unoccupied orbital energy ... 1.0529 eV
HOMO level ... -0.268 Eh
Kohn-Sham gap ... 8.36 eV

Results of the Mulliken charge analysis, in e, for atoms 1 through 5: -1.1679, -0.4244, 0.4790, -1.1683, -0.8984

---

[6]
2 unconnected molecules or ions with the total composition C5H16N4O2. Source: OMol25; level of theory: the ωB97M-V functional and the def2-TZVPD basis.

Structure (XYZ):
```
27
Properties=species:S:1:pos:R:3:forces:R:3
C -1.2179 -0.1980 -0.1418 2.5 -0.4 -0.4
C 0.9458 1.9661 -0.4811 1.2 0.1 -1.4
C -3.0743 1.1232 0.5142 -1.8 1.7 -2.9
C 1.4988 0.5278 -0.7536 0.6 3.6 -1.4
C 0.8742 -0.5246 -0.0025 -3.1 -0.3 0.8
N 0.9342 -1.8253 -0.5189 0.9 -3.9 -1.3
N 1.3596 -0.6512 1.3212 -0.3 0.6 1.5
N 0.3208 -2.1739 -1.8138 1.1 -0.4 0.2
N 0.5963 0.0176 2.3097 1.6 -0.6 3.6
O -1.7365 -0.6962 -1.0915 0.0 -0.3 -0.2
O -1.7383 0.6004 0.7267 0.6 0.1 1.2
H 1.3816 2.5823 -1.3176 -0.1 -0.1 1.4
H 1.0980 2.3691 0.5143 0.8 0.2 0.1
H -0.0812 2.0905 -0.6257 -1.9 -0.3 -0.4
H -3.0387 2.2682 0.6422 0.1 -2.0 0.0
H -3.8801 0.6543 1.0807 0.7 -0.1 0.6
H -3.3840 0.8917 -0.5778 0.7 0.6 1.7
H 2.6338 0.7934 -0.5878 -1.8 -1.8 -0.6
H 1.1375 0.2964 -1.7868 1.2 0.6 0.2
H 1.8953 -2.2950 -0.5007 -1.6 1.0 -0.1
H 1.7540 -1.4938 1.6874 -0.1 -0.8 -0.1
H 0.8959 -1.8802 -2.6188 -0.3 0.1 0.1
H 0.1989 -3.2007 -1.8737 0.5 0.3 0.3
H -0.6545 -1.8453 -1.8890 -0.1 0.9 0.4
H 0.2423 0.8320 1.8383 0.0 1.3 0.3
H 1.3166 0.1798 3.1949 -2.4 0.3 -2.7
H -0.2780 -0.4086 2.7516 1.1 -0.3 -1.0
```
Positions in Å, forces in eV/Å.

Values from the calculation:
Total charge ... +2
Molecular weight ... 164.209 g/mol
E_tot ... -568.80991 a.u.
Lowest unoccupied orbital energy ... -7.1820 eV
HOMO level ... -0.629 Eh
Kohn-Sham gap ... 9.93 eV

Results of the Mulliken charge analysis, in e, for atoms 1 through 5: 0.8448, -1.4567, -0.6874, -0.0605, 0.1808

---

[7]
3 unconnected molecules or ions with the total composition C5H16NO. Source: OMol25; level of theory: the ωB97M-V functional and the def2-TZVPD basis.

Structure (XYZ):
```
23
Properties=species:S:1:pos:R:3:forces:R:3
C -1.9472 -1.3887 0.5766 -0.7 0.9 0.2
C -0.5444 -0.9424 0.9076 0.2 -3.6 0.5
C 0.5075 -1.4899 0.0101 0.3 2.0 -0.9
C 1.8282 -0.6028 -0.3300 -0.1 -0.7 0.0
C 2.1897 0.5031 0.6340 -0.4 0.3 -0.6
N -1.0394 1.8180 -2.0326 -0.5 1.2 0.3
H -1.9520 -2.3327 0.0493 0.3 -0.2 -0.4
H -2.4138 -0.6375 -0.0671 -0.2 -0.2 -0.4
H -2.6538 -1.4953 1.4047 0.5 0.3 0.3
H -0.2866 -1.0523 1.9608 0.0 0.6 0.1
H 0.8878 -2.4328 0.4159 -0.1 0.0 0.3
H 0.1145 -1.6082 -0.9885 -0.5 -0.6 -0.1
H 2.6076 -1.3610 -0.3730 0.2 0.2 0.0
H 1.7032 -0.2473 -1.3490 -0.1 0.1 0.0
H 2.0214 0.1253 1.6362 0.7 0.3 0.4
H 3.1895 0.8608 0.3802 0.3 -0.5 0.6
H 1.6036 1.4119 0.5015 -0.3 -0.3 0.0
H -0.9253 1.9778 -0.9892 0.2 -0.5 -0.7
H -0.5985 0.2211 0.7203 0.0 3.8 -0.1
H -0.6928 2.6482 -2.5172 0.5 -0.3 -0.1
H -2.0345 1.8861 -2.2423 -0.2 -0.4 0.0
H -0.8940 2.3626 1.2217 0.1 -0.5 0.4
O -0.6705 1.7759 0.4697 -0.2 -2.1 0.1
```
Positions in Å, forces in eV/Å.

Values from the calculation:
Total charge ... +1
Molecular weight ... 106.189 g/mol
E_tot ... -329.58765 a.u.
Lowest unoccupied orbital energy ... -9.5201 eV
HOMO level ... -0.534 Eh
Kohn-Sham gap ... 5.00 eV

Results of the Mulliken charge analysis, in e, for atoms 1 through 5: -1.2444, 0.6886, -0.7131, -0.4216, -1.0716

---

[8]
2 unconnected molecules or ions with the total composition C5H16NO. Source: OMol25; level of theory: the ωB97M-V functional and the def2-TZVPD basis.

Structure (XYZ):
```
23
Properties=species:S:1:pos:R:3:forces:R:3
C -1.5905 0.8831 0.1587 -2.0 -0.5 -0.1
C -0.8392 -0.4128 0.0127 0.4 -0.3 -1.1
C 0.5200 -0.6247 0.7423 -0.9 0.0 -0.8
C 0.3517 -1.7531 1.7407 -2.3 -0.6 0.8
C 0.9101 0.6674 1.4469 0.6 0.6 -0.2
N -0.5189 -0.5545 -1.5146 -2.7 0.0 0.8
H -2.3380 0.7723 0.9549 0.8 0.3 0.6
H -0.9943 1.7698 0.2560 0.1 0.3 0.0
H -2.3656 0.9930 -0.6354 0.9 0.1 -0.2
H -1.5555 -1.2376 0.1848 0.5 0.2 0.0
H 1.2269 -0.9471 -0.0455 0.1 0.4 0.5
H 1.2739 -2.2499 2.0520 0.0 0.9 0.8
H -0.4553 -1.3776 2.4845 2.1 -0.6 -0.2
H -0.2139 -2.6426 1.4104 0.2 0.4 -0.9
H 1.8037 0.4532 2.0215 0.1 0.2 0.3
H 1.1305 1.5670 0.8143 -0.1 -1.0 0.2
H 0.0950 0.9669 2.1160 0.3 -0.2 0.1
H -0.0191 0.2351 -1.9141 1.4 -0.2 0.0
H -0.2521 -1.5158 -1.6947 1.0 0.2 -0.5
H -1.4441 -0.4572 -1.9371 0.0 -0.2 -0.3
H 1.1586 2.2360 -3.0867 -0.4 -0.1 0.3
H 2.4982 1.6924 -2.9696 0.2 -0.6 0.4
O 1.6181 1.5367 -2.5979 -0.1 0.6 -0.6
```
Positions in Å, forces in eV/Å.

Values from the calculation:
Total charge ... +1
Molecular weight ... 106.189 g/mol
E_tot ... -329.83602 a.u.
Lowest unoccupied orbital energy ... -3.1757 eV
HOMO level ... -0.553 Eh
Kohn-Sham gap ... 11.88 eV

Results of the Mulliken charge analysis, in e, for atoms 1 through 5: -1.5467, 0.0497, 0.7151, -1.4584, -1.5205

---

Repeat the fifth record exactly.
2 unconnected molecules or ions with the total composition C5H16N4. Source: OMol25; level of theory: the ωB97M-V functional and the def2-TZVPD basis.

Structure (XYZ):
```
25
Properties=species:S:1:pos:R:3:forces:R:3
C 1.5948 1.8105 -1.5546 -0.3 0.0 -0.1
C 0.2411 1.2219 -1.9311 0.3 -0.1 0.0
N -0.3511 0.4813 -0.8249 -0.1 -0.1 -0.2
C -0.9713 1.3451 0.1648 0.0 -0.1 0.0
N -1.2511 -0.4886 -1.3404 -0.3 -0.1 -0.1
H 1.4961 2.5768 -0.7898 0.1 0.1 0.1
H 2.0529 2.2621 -2.4309 0.1 0.1 0.0
H 2.2493 1.0272 -1.1819 0.1 -0.1 0.0
H 0.3715 0.5016 -2.7412 -0.1 0.1 0.1
H -0.4312 2.0213 -2.2868 0.0 -0.1 0.0
H -1.8056 1.9304 -0.2560 0.0 0.0 0.0
H -1.3477 0.7280 0.9813 0.0 0.1 0.0
H -0.2294 2.0332 0.5636 0.0 0.1 0.1
H -1.4264 -1.1720 -0.6024 0.0 0.1 -0.1
H -2.1452 -0.0627 -1.6058 0.1 0.0 0.1
N -0.8303 -2.5484 0.8508 0.1 0.0 0.0
C -0.4596 -2.0180 2.1093 -0.1 0.2 0.2
C 0.5439 -1.1584 2.2864 0.0 -0.2 0.1
N 1.4350 -0.7633 1.2794 0.0 -0.1 0.1
H -1.3063 -3.4368 0.9366 0.1 0.1 -0.1
H -0.0215 -2.6453 0.2477 0.0 -0.2 -0.1
H -1.0958 -2.2944 2.9351 0.0 0.0 0.1
H 0.7518 -0.7878 3.2795 0.0 0.0 0.1
H 0.9776 -0.6262 0.3812 0.0 0.3 0.0
H 1.9586 0.0627 1.5302 0.0 -0.1 -0.1
```
Positions in Å, forces in eV/Å.

Values from the calculation:
Molecular weight ... 132.211 g/mol
E_tot ... -419.07400 a.u.
Lowest unoccupied orbital energy ... 1.0529 eV
HOMO level ... -0.268 Eh
Kohn-Sham gap ... 8.36 eV

Results of the Mulliken charge analysis, in e, for atoms 1 through 5: -1.1679, -0.4244, 0.4790, -1.1683, -0.8984

---

> Look up the HOMO level of the second one.

-0.474 Eh